Entry 1:
Entry from the Open Molecules 2025 dataset: a structure of composition C24H38As3Cl2LiN (ωB97M-V/def2-TZVPD).

Structure (XYZ):
```
69
Properties=species:S:1:pos:R:3:forces:R:3:nbo_charge:R:1
Li -0.320 0.683 -0.091 0.122 -0.232 0.094 0.87
C 0.272 1.182 3.978 0.023 -0.003 -0.008 -0.64
C 0.995 1.613 2.730 -0.036 0.094 0.055 -0.04
C 0.425 2.538 1.856 0.244 0.102 0.067 -0.18
C 1.100 2.917 0.697 0.133 0.148 0.171 -0.22
C 2.351 2.386 0.411 -0.009 0.073 -0.119 -0.25
C 2.937 1.485 1.290 0.031 -0.159 0.142 -0.26
C 2.258 1.104 2.441 0.093 -0.051 -0.129 -0.19
H 0.810 1.518 4.869 -0.034 -0.020 0.016 0.20
H 0.195 0.093 4.028 0.007 0.013 0.002 0.21
H -0.735 1.589 3.998 -0.046 0.022 -0.001 0.24
H -0.526 2.990 2.093 -0.113 -0.165 -0.090 0.25
H 0.664 3.662 0.045 -0.113 -0.118 -0.058 0.23
H 2.880 2.694 -0.483 -0.018 -0.009 -0.001 0.21
H 3.927 1.090 1.094 -0.020 -0.018 -0.039 0.20
H 2.723 0.411 3.135 -0.025 -0.034 -0.022 0.19
C -3.922 -0.744 0.537 0.020 0.148 0.037 -0.95
As -2.142 -1.338 0.000 0.027 -0.363 -0.133 0.91
C -2.803 -2.273 -1.625 0.115 0.044 0.019 -0.97
C -2.174 -2.851 1.310 0.272 -0.085 -0.017 -0.77
C -1.171 -4.024 1.308 -0.098 -0.050 -0.104 0.03
C -1.419 -4.906 0.080 0.019 0.074 0.079 -0.63
C 0.322 -3.640 1.389 -0.178 0.066 0.036 -0.75
As 1.336 -3.000 -0.191 0.001 -0.234 0.015 0.90
C 3.064 -3.139 0.748 0.018 0.034 -0.078 -0.95
C 1.609 -4.721 -1.137 -0.070 0.072 -0.027 -0.95
C -1.485 -4.881 2.551 -0.038 0.001 0.011 -0.72
As -1.280 -3.985 4.308 -0.125 -0.195 0.051 0.87
C -1.480 -5.661 5.333 0.013 -0.001 -0.001 -0.95
C -3.141 -3.416 4.608 -0.020 0.008 -0.004 -0.95
H -4.237 0.077 -0.105 0.066 0.009 0.004 0.26
H -3.890 -0.369 1.559 0.050 0.051 -0.010 0.24
H -4.639 -1.566 0.466 0.085 -0.056 -0.029 0.19
H -3.539 -3.044 -1.388 0.012 0.015 0.040 0.20
H -1.989 -2.710 -2.204 -0.002 0.006 0.028 0.21
H -3.277 -1.507 -2.240 0.001 0.008 -0.002 0.24
H -3.180 -3.287 1.284 -0.014 0.052 0.034 0.20
H -2.084 -2.316 2.263 -0.010 0.018 -0.031 0.21
H -1.235 -4.343 -0.835 -0.036 -0.070 -0.047 0.21
H -2.456 -5.250 0.063 -0.007 0.012 -0.018 0.21
H -0.767 -5.784 0.093 -0.008 0.014 -0.025 0.20
H 0.874 -4.521 1.736 0.030 0.026 0.011 0.20
H 0.453 -2.866 2.152 0.054 0.010 -0.047 0.23
H 3.198 -4.146 1.149 -0.043 0.029 -0.001 0.21
H 3.104 -2.422 1.562 -0.001 0.115 0.093 0.23
H 3.880 -2.922 0.058 -0.026 0.016 -0.014 0.22
H 1.827 -5.527 -0.434 -0.036 0.031 0.049 0.21
H 2.460 -4.612 -1.811 0.011 0.069 0.024 0.22
H 0.739 -4.992 -1.732 0.028 0.022 0.003 0.22
H -0.821 -5.753 2.569 0.011 0.022 0.045 0.21
H -2.510 -5.260 2.485 -0.010 0.021 0.038 0.21
H -0.587 -6.279 5.242 0.022 0.043 -0.028 0.22
H -2.338 -6.226 4.964 -0.002 0.007 -0.004 0.21
H -1.636 -5.438 6.389 0.011 0.044 -0.013 0.22
H -3.352 -2.462 4.128 0.041 -0.014 -0.015 0.24
H -3.296 -3.298 5.681 0.033 -0.005 0.003 0.22
H -3.839 -4.167 4.232 0.019 -0.003 -0.012 0.21
Cl -2.371 2.465 -2.596 0.046 -0.011 -0.194 -0.08
C -3.323 2.808 -1.164 -0.103 0.016 0.094 -0.14
C -4.483 3.523 -1.314 0.034 -0.013 0.041 -0.23
C -5.289 3.818 -0.211 -0.185 0.111 0.013 -0.39
C -4.874 3.366 1.043 0.050 -0.007 -0.090 -0.26
C -3.711 2.652 1.182 -0.100 0.091 -0.207 -0.07
Cl -3.283 2.114 2.796 0.078 -0.076 0.245 -0.11
C -2.800 2.268 0.096 0.342 -0.176 0.190 0.08
N -1.736 1.561 0.217 -0.689 0.445 -0.122 -1.19
H -4.771 3.861 -2.303 0.023 -0.013 -0.017 0.20
H -6.204 4.384 -0.323 0.017 -0.011 -0.010 0.19
H -5.473 3.576 1.922 0.015 -0.010 0.018 0.20
```
Positions in Å, forces in eV/Å.

Computed properties:
Max |F| in eV/Å: 0.829
Total charge: -1
HOMO in eV: -2.0
E in eV: -234760.163
LUMO energy in eV: 2.41
Energy relative to the best compared isomer or geometry (same formula, charge and spin) in eV: 0.423
Gap between HOMO and LUMO in eV: 4.427

---

Entry 2:
Entry from the Open Molecules 2025 dataset: the molecule C25H21N3O5S (ωB97M-V/def2-TZVPD).

Structure (XYZ):
```
55
Properties=species:S:1:pos:R:3:forces:R:3:nbo_charge:R:1
C -0.805 -2.104 2.259 0.117 -0.229 0.161 -0.25
O -1.216 -1.058 1.410 -0.452 0.398 -0.087 -0.50
C -2.550 -0.870 1.211 0.092 0.169 -0.055 0.29
C -3.575 -1.559 1.842 0.310 -0.108 0.083 -0.29
C -4.897 -1.257 1.558 0.019 0.132 -0.118 -0.17
C -5.241 -0.272 0.646 0.037 -0.026 -0.003 -0.04
C -6.669 0.061 0.347 0.014 0.040 -0.041 -0.62
C -4.216 0.414 0.003 0.131 -0.233 0.138 -0.17
C -2.898 0.114 0.272 -0.137 -0.234 0.314 0.15
N -1.840 0.831 -0.359 -0.188 0.095 0.132 -0.48
C -0.992 0.176 -1.192 0.614 -0.227 -0.635 0.36
S -1.479 -1.452 -1.628 -0.127 -0.394 -0.280 0.31
C -0.125 -1.973 -2.738 -0.210 0.170 0.306 -0.62
C 1.065 -2.501 -1.941 -0.234 0.337 -0.289 0.67
O 1.289 -3.685 -1.828 0.037 -0.384 0.045 -0.60
N 1.793 -1.491 -1.406 0.088 0.356 -0.031 -0.64
C 2.900 -1.556 -0.564 0.254 -0.242 0.197 0.15
C 3.539 -2.750 -0.230 -0.096 -0.088 -0.073 -0.22
C 4.641 -2.732 0.608 0.024 0.153 0.039 -0.20
C 5.120 -1.541 1.120 0.031 0.222 0.059 -0.20
C 4.484 -0.345 0.790 -0.192 -0.350 -0.191 -0.10
C 5.009 0.919 1.347 0.441 0.288 0.373 0.77
O 5.951 1.004 2.095 -0.045 -0.076 -0.042 -0.59
O 4.332 2.007 0.938 -0.357 0.217 -0.263 -0.69
C 3.376 -0.354 -0.047 0.135 -0.073 0.106 -0.23
N 0.088 0.675 -1.689 -0.262 -0.219 -0.124 -0.61
C 0.425 1.964 -1.356 -0.227 0.544 0.317 0.26
C 1.613 2.507 -1.854 -0.069 0.088 0.050 -0.25
C 1.967 3.795 -1.521 0.022 -0.095 -0.037 -0.17
C 1.151 4.568 -0.696 -0.083 0.102 0.089 -0.23
C -0.022 4.046 -0.201 -0.053 -0.056 0.011 -0.14
C -0.397 2.740 -0.523 0.416 0.038 -0.222 -0.22
C -1.617 2.163 0.033 -0.023 0.197 0.120 0.68
O -2.392 2.724 0.773 0.058 0.025 -0.021 -0.58
H -1.141 -1.939 3.287 -0.002 -0.009 -0.039 0.18
H 0.283 -2.095 2.228 -0.078 -0.041 0.030 0.21
H -1.170 -3.071 1.901 0.004 0.027 0.010 0.18
H -3.353 -2.327 2.567 0.061 -0.077 0.058 0.23
H -5.675 -1.805 2.069 -0.093 -0.048 0.045 0.21
H -6.885 -0.107 -0.707 -0.103 -0.006 -0.050 0.22
H -7.344 -0.549 0.941 -0.093 -0.015 0.015 0.22
H -6.864 1.110 0.563 -0.105 0.058 0.012 0.22
H -4.444 1.192 -0.709 0.011 0.110 -0.086 0.22
H 0.139 -1.121 -3.361 0.018 -0.063 -0.069 0.26
H -0.547 -2.780 -3.335 0.059 0.046 0.059 0.26
H 1.414 -0.551 -1.563 -0.009 -0.338 -0.067 0.44
H 3.166 -3.679 -0.629 -0.016 -0.010 -0.020 0.25
H 5.129 -3.661 0.859 0.042 -0.076 0.019 0.22
H 5.979 -1.511 1.772 0.069 0.003 0.055 0.23
H 4.721 2.799 1.340 0.108 -0.287 0.065 0.50
H 2.886 0.576 -0.293 -0.061 0.089 -0.034 0.23
H 2.236 1.905 -2.498 0.047 -0.081 -0.074 0.22
H 2.887 4.211 -1.904 0.083 0.032 -0.039 0.22
H 1.443 5.576 -0.446 0.010 0.085 0.025 0.22
H -0.673 4.619 0.442 -0.039 0.062 0.058 0.24
```
Positions in Å, forces in eV/Å.

Computed properties:
Max |F| in eV/Å: 0.912
SMILES: COc1ccc(C)cc1-n1c(SCC(=O)Nc2cccc(C(=O)O)c2)nc2ccccc2c1=O
HOMO in eV: -8.6
E in eV: -51811.220
LUMO energy in eV: 0.29
Energy relative to the best compared isomer or geometry (same formula, charge and spin) in eV: 0.000
Gap between HOMO and LUMO in eV: 8.903

---

Entry 3:
Entry from the Open Molecules 2025 dataset: a cluster of 2 separate species, C3H11N3O in total (ωB97M-V/def2-TZVPD).

Structure (XYZ):
```
18
Properties=species:S:1:pos:R:3:forces:R:3:nbo_charge:R:1
C 1.014 -1.601 0.293 0.112 -0.147 0.017 -0.40
C 0.776 -0.780 -0.713 -0.189 0.339 -0.209 -0.21
C 0.519 0.710 -0.601 -0.331 -0.048 -0.102 0.07
N 0.870 1.199 0.717 -0.010 0.212 0.010 -0.86
N 1.261 1.498 -1.574 0.087 0.065 -0.039 -0.83
H 1.081 -1.246 1.306 0.024 0.124 0.230 0.21
H 1.174 -2.655 0.137 0.011 -0.161 -0.083 0.20
H 0.715 -1.156 -1.730 -0.001 -0.101 -0.021 0.19
H -0.554 0.875 -0.851 0.318 -0.104 0.131 0.16
H 0.195 0.866 1.396 0.026 0.071 -0.006 0.38
H 0.842 2.216 0.705 -0.088 -0.208 0.006 0.37
H 2.250 1.441 -1.358 0.089 -0.081 -0.030 0.36
H 1.122 1.129 -2.508 0.030 0.084 0.043 0.36
N -2.398 -0.723 0.513 -0.295 0.102 -0.111 -0.54
O -1.938 0.013 1.654 -0.044 -0.029 0.110 -0.61
H -1.553 -1.079 0.071 -0.046 0.048 0.220 0.35
H -2.903 -1.527 0.884 0.195 0.131 0.055 0.33
H -2.473 0.820 1.660 0.114 -0.295 -0.218 0.47
```
Positions in Å, forces in eV/Å.

Computed properties:
Max |F| in eV/Å: 0.441
SMILES: C=CC(N)N.NO
HOMO in eV: -9.2
E in eV: -9804.878
LUMO energy in eV: 0.95
Energy relative to the best compared isomer or geometry (same formula, charge and spin) in eV: 3.123
Gap between HOMO and LUMO in eV: 10.179

---

> The lowest energy relative to the best compared isomer or geometry (same formula, charge and spin) belongs to which entry?

C25H21N3O5S

---

> Among the records above, which one has the lowest HOMO?

C3H11N3O